--- one ---
{"formula": "C3H3N3", "method": "ωB97M-V with the def2-TZVPD basis set", "orbital_gap_ev": 8.644, "e_homo_ev": -8.883, "lumo_energy_ev": -0.24, "smiles": "C=C=C=N.N#N", "symbols": ["C", "C", "C", "N", "H", "H", "H", "N", "N"], "positions_angstrom": [[-1.460, -1.096, 1.412], [-0.704, -0.259, 0.658], [0.168, 0.579, 0.255], [0.959, 1.395, -0.214], [-0.828, -1.598, 2.194], [-2.508, -1.160, 1.162], [1.858, 1.465, 0.198], [1.583, 0.338, -2.388], [0.932, 0.336, -3.276]], "nbo_charge": [-0.35, -0.19, 0.32, -0.60, 0.23, 0.22, 0.37, 0.00, -0.01]}

---

--- two ---
{"formula": "C3H3N3", "method": "ωB97M-V with the def2-TZVPD basis set", "orbital_gap_ev": 10.796, "e_homo_ev": -11.205, "lumo_energy_ev": -0.41, "smiles": "[H]/N=C/C#N.C#N", "symbols": ["H", "N", "C", "C", "N", "H", "C", "N", "H"], "positions_angstrom": [[-0.372, -0.093, -1.685], [-0.754, 0.128, -0.696], [-0.325, 1.073, -0.052], [-1.021, 1.225, 1.236], [-1.566, 1.378, 2.234], [-0.004, 1.955, -0.407], [1.127, -1.692, -0.233], [2.247, -1.604, -0.704], [0.668, -2.370, 0.306]], "nbo_charge": [0.38, -0.53, 0.04, 0.21, -0.28, 0.19, 0.05, -0.27, 0.21]}

---

--- three ---
{"formula": "C3H3N3", "method": "ωB97M-V with the def2-TZVPD basis set", "orbital_gap_ev": 8.119, "e_homo_ev": -10.412, "lumo_energy_ev": -2.29, "symbols": ["C", "C", "C", "H", "H", "H", "N", "N", "N"], "positions_angstrom": [[0.429, -0.252, 0.566], [-0.959, -0.010, 0.471], [-0.199, 0.521, -1.258], [0.564, -0.858, 2.213], [-1.885, -0.377, 0.892], [-0.194, 1.085, -2.151], [1.256, -0.713, 1.486], [-1.334, 0.258, -0.802], [0.920, 0.254, -0.631]], "nbo_charge": [0.24, 0.03, 0.24, 0.32, 0.23, 0.18, -0.38, -0.40, -0.47]}

---

Here is how they stack up, most stable first: one, three, two.

---

--- one ---
{"formula": "C3H5N3", "method": "ωB97M-V with the def2-TZVPD basis set", "orbital_gap_ev": 8.758, "e_homo_ev": -8.070, "lumo_energy_ev": 0.69, "symbols": ["C", "C", "C", "N", "N", "N", "H", "H", "H", "H", "H"], "positions_angstrom": [[2.103, 0.560, -0.298], [0.029, -0.245, 0.403], [-1.130, -0.783, 0.083], [-2.391, -0.096, 0.286], [-2.544, 1.007, 0.772], [1.154, 0.098, 0.707], [1.619, 0.869, -1.232], [2.758, -0.293, -0.497], [2.714, 1.369, 0.103], [-1.162, -1.789, -0.319], [-3.185, -0.697, -0.024]], "nbo_charge": [-0.43, 0.44, -0.33, -0.23, -0.25, -0.38, 0.20, 0.21, 0.22, 0.23, 0.31]}

---

--- two ---
{"formula": "C3H5N3", "method": "ωB97M-V with the def2-TZVPD basis set", "orbital_gap_ev": 10.286, "e_homo_ev": -9.417, "lumo_energy_ev": 0.87, "smiles": "Cc1c[nH]nn1", "symbols": ["C", "C", "C", "N", "N", "N", "H", "H", "H", "H", "H"], "positions_angstrom": [[-1.633, 0.212, 0.137], [-0.234, -0.019, 0.526], [0.610, 0.455, -0.464], [1.701, -0.317, -0.320], [1.601, -1.085, 0.767], [0.442, -0.876, 1.323], [-1.161, 0.708, -0.862], [-2.367, 0.470, 0.937], [-2.059, -0.587, -0.460], [0.653, 1.488, -0.789], [2.480, -0.434, -0.944]], "nbo_charge": [-0.67, 0.09, -0.17, -0.33, -0.05, -0.24, 0.25, 0.24, 0.23, 0.24, 0.42]}

---

Here is how they stack up, most stable first: two, one.

---

--- one ---
{"formula": "C3H5N3", "method": "ωB97M-V with the def2-TZVPD basis set", "orbital_gap_ev": 7.199, "e_homo_ev": -6.539, "lumo_energy_ev": 0.66, "symbols": ["N", "C", "C", "N", "C", "N", "H", "H", "H", "H", "H"], "positions_angstrom": [[-1.800, -0.979, 0.871], [-0.716, -0.489, 0.362], [0.675, -0.759, 0.368], [1.309, 0.262, -0.323], [0.431, 1.130, -0.798], [-0.785, 0.688, -0.439], [-1.555, -1.776, 1.453], [2.284, 0.474, -0.193], [1.221, -1.627, 0.695], [0.652, 2.018, -1.370], [-1.666, 1.131, -0.647]], "nbo_charge": [-0.85, 0.34, -0.30, -0.46, 0.17, -0.53, 0.33, 0.42, 0.22, 0.22, 0.43]}

---

--- two ---
{"formula": "C3H5N3", "method": "ωB97M-V with the def2-TZVPD basis set", "orbital_gap_ev": 10.912, "e_homo_ev": -10.509, "lumo_energy_ev": 0.40, "smiles": "[H]/N=C(\\C#N)NC", "symbols": ["H", "N", "C", "C", "N", "N", "C", "H", "H", "H", "H"], "positions_angstrom": [[-0.815, -2.309, -0.619], [-0.238, -2.038, 0.178], [0.054, -0.841, -0.063], [-0.735, -0.331, -1.444], [-1.275, -0.864, -2.327], [0.863, 0.036, 0.624], [0.216, 1.325, 0.812], [1.803, 0.088, 0.240], [-0.267, 1.648, -0.125], [0.948, 2.064, 1.141], [-0.554, 1.222, 1.583]], "nbo_charge": [0.37, -0.53, 0.43, 0.10, -0.33, -0.63, -0.42, 0.40, 0.19, 0.22, 0.21]}

---

Here is how they stack up, most stable first: one, two.

---

--- one ---
{"formula": "C3H5N3", "method": "ωB97M-V with the def2-TZVPD basis set", "orbital_gap_ev": 9.913, "e_homo_ev": -9.167, "lumo_energy_ev": 0.75, "smiles": "Nc1ccn[nH]1", "symbols": ["N", "C", "C", "C", "N", "N", "H", "H", "H", "H", "H"], "positions_angstrom": [[-1.768, 0.220, 0.032], [-0.363, -0.063, -0.015], [0.627, -1.017, -0.118], [1.800, -0.229, -0.017], [1.546, 1.083, 0.134], [0.182, 1.136, 0.137], [-2.271, -0.210, 0.787], [-2.263, 0.163, -0.843], [0.521, -2.086, -0.243], [2.829, -0.597, -0.052], [-0.839, 1.600, 0.197]], "nbo_charge": [-0.86, 0.26, -0.38, -0.05, -0.27, -0.38, 0.39, 0.39, 0.23, 0.21, 0.46]}

---

--- two ---
{"formula": "C3H5N3", "method": "ωB97M-V with the def2-TZVPD basis set", "orbital_gap_ev": [8.256, 8.257], "e_homo_ev": [-7.965, -7.965], "lumo_energy_ev": [0.29, 0.29], "symbols": ["C", "C", "N", "N", "N", "C", "H", "H", "H", "H", "H"], "positions_angstrom": [[-1.671, -0.299, -0.126], [-0.408, 0.416, -0.012], [0.897, -1.176, 1.039], [1.727, -0.616, 0.365], [1.506, 0.331, -0.635], [0.515, 1.278, -0.238], [-1.883, -0.883, 0.772], [-2.488, 0.399, -0.349], [-1.592, -0.994, -0.971], [2.738, -0.812, 0.403], [0.658, 2.354, -0.248]], "nbo_charge": [-0.71, 0.33, -0.27, -0.09, -0.42, -0.18, 0.25, 0.24, 0.27, 0.36, 0.22]}

---

Here is how they stack up, most stable first: one, two.

---

--- one ---
{"formula": "C3H5N3", "method": "ωB97M-V with the def2-TZVPD basis set", "orbital_gap_ev": 10.788, "e_homo_ev": -10.136, "lumo_energy_ev": 0.65, "smiles": "C/N=C(\\N)C#N", "symbols": ["C", "N", "C", "N", "C", "N", "H", "H", "H", "H", "H"], "positions_angstrom": [[1.615, -0.200, 0.087], [0.413, -1.024, -0.346], [-0.658, -0.365, -0.167], [-0.751, 0.877, 0.413], [-1.946, -0.916, -0.521], [-2.986, -1.329, -0.804], [2.451, -0.887, 0.078], [1.897, 0.626, -0.594], [1.652, 0.257, 1.100], [-0.065, 1.596, 0.260], [-1.622, 1.366, 0.494]], "nbo_charge": [-0.49, -0.38, 0.31, -0.81, 0.23, -0.26, 0.22, 0.19, 0.20, 0.40, 0.40]}

---

--- two ---
{"formula": "C3H5N3", "method": "ωB97M-V with the def2-TZVPD basis set", "orbital_gap_ev": [7.960, 7.959], "e_homo_ev": [-7.418, -7.418], "lumo_energy_ev": [0.54, 0.54], "symbols": ["C", "N", "C", "N", "C", "N", "H", "H", "H", "H", "H"], "positions_angstrom": [[-0.733, -0.489, 1.588], [-0.060, 0.335, 0.818], [0.290, 0.281, -0.474], [-0.197, -0.834, -1.131], [1.109, 1.272, -1.030], [1.791, 2.084, -1.517], [-0.931, -0.201, 2.611], [-1.160, -1.370, 1.148], [0.490, 0.905, 1.468], [-1.003, -0.664, -1.725], [0.421, -1.314, -1.777]], "nbo_charge": [-0.27, -0.36, 0.03, -0.83, 0.21, -0.36, 0.20, 0.21, 0.43, 0.37, 0.38]}

---

Here is how they stack up, most stable first: one, two.

---

--- one ---
{"formula": "C7H12N3", "method": "ωB97M-V with the def2-TZVPD basis set", "orbital_gap_ev": [7.823, 7.611], "e_homo_ev": [-12.060, -12.531], "lumo_energy_ev": [-4.24, -4.92], "charge": 1, "symbols": ["C", "C", "C", "C", "C", "C", "C", "N", "N", "N", "H", "H", "H", "H", "H", "H", "H", "H", "H", "H", "H", "H"], "positions_angstrom": [[3.333, -0.800, 0.015], [3.444, 0.587, 0.370], [2.060, -1.109, -0.080], [2.199, 1.128, 0.147], [-0.790, 1.189, -0.123], [-2.222, 0.793, -0.288], [-2.773, -1.553, -0.380], [1.352, 0.077, 0.015], [0.033, 0.015, 0.025], [-2.301, -0.527, 0.473], [4.223, -1.478, -0.119], [4.332, 1.065, 0.636], [1.570, -2.087, -0.348], [1.821, 2.196, 0.366], [-0.363, 1.906, -0.826], [-0.739, 1.736, 0.801], [-2.903, 1.447, 0.363], [-2.508, 0.564, -1.400], [-3.621, -2.217, -0.394], [-2.072, -1.852, -1.157], [-1.146, -0.707, 0.583], [-2.929, -0.372, 1.322]], "nbo_charge": [-0.24, -0.19, -0.06, -0.11, -0.32, -0.22, -0.15, -0.12, -0.26, -0.63, 0.25, 0.24, 0.24, 0.24, 0.25, 0.21, 0.25, 0.25, 0.23, 0.19, 0.47, 0.45]}

---

--- two ---
{"formula": "C7H12N3", "method": "ωB97M-V with the def2-TZVPD basis set", "orbital_gap_ev": [5.754, 7.012], "e_homo_ev": [-12.253, -12.685], "lumo_energy_ev": [-6.50, -5.67], "charge": 1, "symbols": ["C", "C", "C", "C", "C", "C", "C", "N", "N", "N", "H", "H", "H", "H", "H", "H", "H", "H", "H", "H", "H", "H"], "positions_angstrom": [[-0.432, 0.906, -0.169], [-0.057, 2.130, -0.331], [-0.581, -1.493, 0.154], [-2.520, -1.739, 1.828], [0.937, -1.037, -1.679], [2.978, 2.808, 0.146], [-1.289, -2.376, 1.136], [-0.998, -0.108, 0.175], [0.183, -1.758, -0.775], [0.642, 3.095, -0.477], [-3.110, -2.446, 2.517], [-3.319, -1.313, 1.247], [-2.160, -0.780, 2.409], [1.922, -1.392, -1.620], [0.524, -1.177, -2.681], [0.946, -0.014, -1.551], [3.238, 3.375, -0.716], [2.745, 3.210, 1.185], [2.726, 1.796, -0.017], [-1.404, -3.384, 0.649], [-0.647, -2.404, 2.026], [0.260, 4.047, -0.542]], "nbo_charge": [0.28, 0.25, 0.44, -0.62, -0.43, -0.29, -0.48, -0.27, -0.31, -0.45, 0.25, 0.22, 0.21, 0.24, 0.24, 0.16, 0.21, 0.22, 0.17, 0.27, 0.25, 0.43]}

---

--- three ---
{"formula": "C7H12N3", "method": "ωB97M-V with the def2-TZVPD basis set", "orbital_gap_ev": 9.402, "e_homo_ev": -13.206, "lumo_energy_ev": -3.80, "charge": 1, "symbols": ["C", "C", "C", "C", "C", "C", "C", "N", "N", "N", "H", "H", "H", "H", "H", "H", "H", "H", "H", "H", "H", "H"], "positions_angstrom": [[4.355, -0.130, 1.224], [3.990, 0.882, 0.690], [3.027, -0.994, -1.438], [-3.072, 1.173, -0.072], [-3.149, -0.326, 0.001], [-2.093, 0.459, 0.783], [0.143, 0.575, -0.521], [1.265, -0.037, -0.388], [-0.717, 0.268, 0.475], [2.448, 0.102, -1.173], [4.243, -0.985, 1.926], [4.186, 1.712, 0.055], [3.903, -0.843, -2.022], [2.780, -2.013, -1.026], [-2.739, 1.417, -1.011], [-3.814, 1.800, 0.399], [-3.915, -0.806, 0.555], [-2.840, -0.931, -0.805], [-2.300, 0.471, 1.801], [0.043, 1.252, -1.386], [1.476, -0.686, 0.430], [-0.109, -0.186, 1.194]], "nbo_charge": [-0.25, -0.25, -0.01, -0.40, -0.40, -0.08, 0.37, -0.40, -0.50, -0.23, 0.25, 0.25, 0.22, 0.19, 0.22, 0.25, 0.23, 0.22, 0.24, 0.27, 0.40, 0.40]}

---

--- four ---
{"formula": "C7H12N3", "method": "ωB97M-V with the def2-TZVPD basis set", "orbital_gap_ev": 9.164, "e_homo_ev": -11.864, "lumo_energy_ev": -2.70, "smiles": "CC1=CN2C(=[NH+]C[C@@H]2C)N1", "charge": 1, "symbols": ["C", "C", "C", "N", "C", "N", "C", "C", "C", "N", "H", "H", "H", "H", "H", "H", "H", "H", "H", "H", "H", "H"], "positions_angstrom": [[-0.648, -3.266, 1.126], [-0.364, -1.819, 0.827], [0.546, -1.173, -0.025], [0.355, 0.165, 0.048], [-0.704, 0.365, 1.011], [-1.029, 1.610, 0.982], [-0.112, 2.353, 0.101], [0.965, 1.335, -0.415], [1.082, 1.247, -1.981], [-1.078, -0.825, 1.490], [-1.568, -3.321, 1.661], [-0.835, -3.645, 0.057], [0.246, -3.728, 1.665], [1.455, -1.480, -0.501], [-1.845, 2.050, 1.411], [0.328, 3.248, 0.569], [-0.564, 2.755, -0.818], [1.946, 1.603, -0.067], [1.739, 2.014, -2.374], [0.094, 1.459, -2.283], [1.558, 0.396, -2.292], [-1.798, -1.257, 2.037]], "nbo_charge": [-0.65, 0.13, -0.05, -0.34, 0.61, -0.56, -0.22, -0.04, -0.60, -0.52, 0.22, 0.26, 0.26, 0.24, 0.45, 0.24, 0.22, 0.22, 0.23, 0.21, 0.23, 0.46]}

---

Here is how they stack up, most stable first: four, one, three, two.

---

--- one ---
{"formula": "C7H12N3", "method": "ωB97M-V with the def2-TZVPD basis set", "orbital_gap_ev": 10.538, "e_homo_ev": -13.243, "lumo_energy_ev": -2.71, "smiles": "Cc1c[nH+]c2n1CC[C@@H]2N", "charge": 1, "symbols": ["C", "C", "C", "N", "C", "N", "C", "C", "C", "N", "H", "H", "H", "H", "H", "H", "H", "H", "H", "H", "H", "H"], "positions_angstrom": [[2.910, 0.574, 0.211], [1.690, -0.300, -0.122], [1.567, -1.683, -0.047], [0.219, -1.951, -0.032], [-0.454, -0.830, -0.265], [0.443, 0.191, -0.241], [-0.012, 1.488, -0.251], [-1.511, 1.297, 0.005], [-1.834, -0.229, -0.363], [-2.891, -0.961, 0.254], [2.893, 1.609, -0.250], [3.110, 0.649, 1.292], [3.764, 0.043, -0.093], [2.376, -2.445, 0.029], [-0.333, -2.788, 0.091], [-0.067, 2.042, -1.279], [0.388, 2.212, 0.534], [-1.621, 1.316, 1.110], [-2.260, 1.777, -0.633], [-1.976, -0.374, -1.398], [-2.581, -0.977, 1.237], [-3.820, -0.662, 0.209]], "nbo_charge": [-0.66, 0.18, -0.07, -0.45, 0.43, -0.31, -0.25, -0.41, -0.07, -0.81, 0.25, 0.25, 0.25, 0.27, 0.46, 0.24, 0.25, 0.22, 0.25, 0.22, 0.36, 0.40]}

---

--- two ---
{"formula": "C7H12N3", "method": "ωB97M-V with the def2-TZVPD basis set", "orbital_gap_ev": [7.339, 7.335], "e_homo_ev": [-12.478, -12.475], "lumo_energy_ev": [-5.14, -5.14], "smiles": "C[C@@H]1N(C)C(C#N)=C[N@H+]1C", "charge": 1, "symbols": ["C", "C", "N", "C", "C", "C", "N", "C", "N", "C", "H", "H", "H", "H", "H", "H", "H", "H", "H", "H", "H", "H"], "positions_angstrom": [[1.252, 0.886, 1.382], [0.813, 0.389, 0.046], [-0.589, 0.766, -0.245], [-0.856, 2.105, -0.728], [-1.427, -0.172, 0.020], [-2.756, -0.205, 0.193], [-3.894, -0.404, 0.315], [-0.393, -1.345, 1.007], [0.824, -1.139, 0.166], [0.922, -1.929, -1.090], [0.689, 0.136, 2.006], [0.838, 1.889, 1.495], [2.265, 0.815, 1.441], [1.505, 0.709, -0.819], [-1.861, 2.378, -0.577], [-0.273, 2.754, -0.227], [-0.689, 2.320, -1.777], [-0.844, -2.363, 1.009], [1.662, -1.346, 0.621], [1.216, -2.928, -0.888], [-0.050, -1.768, -1.645], [1.645, -1.548, -1.705]], "nbo_charge": [-0.67, 0.16, -0.30, -0.43, 0.24, 0.13, -0.09, -0.29, -0.40, -0.41, 0.28, 0.24, 0.23, 0.24, 0.25, 0.22, 0.24, 0.22, 0.43, 0.25, 0.23, 0.22]}

---

--- three ---
{"formula": "C7H12N3", "method": "ωB97M-V with the def2-TZVPD basis set", "orbital_gap_ev": 8.323, "e_homo_ev": -12.281, "lumo_energy_ev": -3.96, "charge": 1, "symbols": ["C", "C", "C", "C", "C", "C", "C", "N", "N", "N", "H", "H", "H", "H", "H", "H", "H", "H", "H", "H", "H", "H"], "positions_angstrom": [[0.470, 1.466, -0.484], [1.435, 0.645, 0.029], [0.414, -1.509, -0.242], [-2.213, -0.477, 0.816], [-3.215, 0.317, -0.038], [-1.826, 0.483, -0.166], [2.832, 1.293, 0.078], [1.389, -0.663, 0.262], [-0.890, 1.153, -0.742], [0.605, -2.751, -0.010], [0.785, 2.532, -0.764], [-2.121, -0.100, 1.816], [-2.063, -1.557, 0.812], [-3.643, -0.156, -0.935], [-3.951, 0.973, 0.335], [3.519, 1.251, -0.740], [2.656, 2.325, 0.266], [3.421, 0.749, 0.801], [2.267, -1.056, 0.711], [-1.210, 1.695, -1.563], [-0.148, -3.374, -0.560], [1.487, -3.238, 0.319]], "nbo_charge": [-0.19, 0.28, 0.18, -0.44, -0.47, 0.44, -0.64, -0.63, -0.41, -0.77, 0.24, 0.26, 0.28, 0.26, 0.27, 0.25, 0.23, 0.22, 0.38, 0.43, 0.43, 0.39]}

---

Here is how they stack up, most stable first: one, three, two.